# 1
24
Properties=species:S:1:pos:R:3:forces:R:3 method="wB97M-V/def2-TZVPD" e_above_lowest_ev=0.185 orbital_gap_ha=0.2852 smiles=Cn1ccc2nc3ccccc3c-2c1
C 3.738 -1.066 0.040 0.98 0.09 -0.71
N 2.535 -0.298 -0.060 -2.67 0.40 0.38
C 2.597 1.043 0.150 1.44 2.96 0.30
C 1.551 1.942 0.107 -0.40 -2.41 -1.13
C 0.243 1.357 -0.133 0.36 2.39 0.50
N -0.918 2.003 -0.181 1.44 -0.83 0.01
C -1.869 0.983 -0.187 1.90 0.53 0.34
C -3.189 1.216 -0.010 -1.70 -0.82 -0.19
C -3.959 0.034 0.078 -1.37 1.40 0.97
C -3.450 -1.238 0.122 2.72 -0.82 -0.87
C -2.027 -1.465 -0.035 -1.75 1.64 0.22
C -1.256 -0.306 -0.168 -1.71 -1.42 -0.40
C 0.146 -0.076 -0.203 0.77 -0.54 0.30
C 1.250 -0.868 -0.211 1.93 0.04 -0.33
H 4.461 -0.678 -0.695 -0.30 -0.50 -0.21
H 4.262 -0.883 0.968 -0.27 -0.27 0.66
H 3.530 -2.124 -0.114 0.15 0.15 0.04
H 3.622 1.523 0.352 -1.42 -1.29 -0.44
H 1.705 3.001 0.050 0.12 0.24 0.47
H -3.561 2.260 0.061 0.09 -1.06 -0.09
H -5.035 0.087 0.303 0.43 0.28 -0.38
H -4.125 -2.065 0.192 -0.16 -0.34 0.19
H -1.583 -2.443 0.014 -0.01 -0.27 -0.01
H 1.333 -1.939 -0.441 -0.57 0.46 0.40

***

# 2
26
Properties=species:S:1:pos:R:3:forces:R:3 method="wB97M-V/def2-TZVPD" orbital_gap_ha="0.2576 / 0.2576"
B 0.438 0.257 0.249 0.06 3.39 -0.67
C -1.778 -2.823 -0.579 1.01 2.05 0.46
C -3.040 -2.309 -0.425 -0.88 -1.80 -0.52
C -0.712 -1.975 -0.277 0.62 -0.25 1.20
C -3.150 -1.009 -0.014 -0.68 0.85 -0.50
C -0.854 -0.596 0.064 1.95 -1.26 -0.90
C -2.119 -0.092 0.093 -1.09 -0.47 0.93
C 0.840 1.741 0.207 -0.14 -3.64 -0.46
C 2.133 2.342 0.197 -3.42 -0.14 0.83
C 3.360 1.841 0.146 1.81 -0.39 0.14
C 3.899 0.583 -0.262 1.52 0.47 -0.45
C 3.469 -0.654 -0.011 -0.29 -0.32 -1.53
C -2.477 1.310 0.451 2.45 1.27 0.69
Cl 1.849 -0.816 0.733 1.33 -1.01 1.50
Cl 3.963 -2.120 -0.826 -0.06 0.56 0.35
H -1.670 -3.814 -0.892 0.51 -1.37 -0.22
H -3.827 -3.096 -0.633 0.29 1.73 0.53
H 0.261 -2.407 -0.002 -0.46 -0.07 -1.06
H -4.041 -0.495 0.185 -1.90 -0.20 0.07
H 0.040 2.431 0.194 -0.59 0.76 -0.32
H 1.915 3.385 0.338 1.20 0.68 0.15
H 4.179 2.472 0.395 0.36 1.00 -0.22
H 4.899 0.781 -0.792 -1.46 -1.14 0.79
H -2.660 1.857 -0.464 0.30 0.39 -0.43
H -3.450 1.417 0.967 0.87 -0.20 0.43
H -1.467 1.788 0.958 -3.31 -0.88 -0.78

***

# 3
31
Properties=species:S:1:pos:R:3:forces:R:3 method="wB97M-V/def2-TZVPD" orbital_gap_ha=0.3130
N 3.677 2.871 0.641 2.24 3.43 -3.32
S 4.035 1.550 1.454 8.15 1.63 0.65
O 5.310 1.002 0.918 -2.10 1.19 0.96
O 3.982 1.915 2.839 -0.78 -0.63 0.12
C 2.895 0.611 0.889 -4.98 -6.68 -0.43
C 1.754 0.464 1.762 -0.38 0.66 -0.14
C 0.768 -0.394 1.485 0.21 -3.79 -6.59
C 0.959 -1.312 0.076 1.21 4.48 4.21
C 2.200 -1.296 -0.571 -3.43 -1.60 0.15
C 3.095 -0.389 -0.084 4.84 1.01 -1.04
H 4.165 -0.596 -0.598 -2.34 1.45 1.54
H 2.420 -2.023 -1.425 -0.19 1.25 1.30
C -0.221 -2.031 -0.313 2.93 -7.60 5.55
N -1.338 -1.571 -0.758 -2.97 6.63 -9.68
C -2.430 -1.255 -0.163 -3.92 -1.87 9.79
O -2.603 -1.834 1.165 0.71 3.11 -6.89
C -3.514 -0.290 -0.617 13.22 -3.76 -3.31
C -3.407 0.386 -1.734 -2.97 2.29 -3.43
C -4.776 0.877 -2.038 3.92 -6.71 10.20
C -5.378 0.433 -0.749 -3.29 5.81 -9.32
O -4.609 -0.294 -0.189 -5.68 -5.01 10.57
Br -7.034 0.732 -0.159 -1.91 0.19 0.85
H -5.030 1.523 -2.658 -2.66 5.51 -5.49
H -2.571 0.401 -2.349 1.26 0.37 -0.99
H -1.120 -1.050 -1.885 -1.48 -1.76 4.28
H -0.667 -2.821 0.577 1.63 2.19 -1.55
H 0.123 -2.754 -0.971 0.74 -1.64 -1.75
H -0.244 -0.659 1.730 -0.07 0.63 1.51
H 1.652 1.056 2.656 0.32 0.36 0.07
H 3.441 3.690 1.231 0.51 -0.75 -0.65
H 4.466 3.059 -0.164 -2.75 -0.40 2.81

***

# 4
30
Properties=species:S:1:pos:R:3:forces:R:3 method="wB97M-V/def2-TZVPD" orbital_gap_ha=0.3249 smiles="O=C(/C=C(/NCCO)C(F)(F)F)c1ccc(Cl)cc1"
O -0.401 -2.138 -0.362 0.25 0.04 -0.02
C -0.066 -0.968 -0.362 -0.17 -0.09 -0.08
C -0.994 0.147 -0.531 -0.44 0.08 -0.07
C -2.323 0.100 -0.297 0.34 0.00 -0.06
N -3.212 1.096 -0.563 -0.28 -0.19 0.22
C -2.861 2.406 -1.043 0.27 0.33 0.38
C -2.444 3.375 0.073 -0.37 0.10 -0.36
O -1.148 3.042 0.514 0.34 -0.08 0.15
C -2.970 -1.139 0.304 -0.40 -0.57 0.27
F -4.225 -0.862 0.745 -0.18 0.31 -0.02
F -2.324 -1.599 1.375 0.14 0.13 0.00
F -3.119 -2.134 -0.568 0.07 0.11 -0.16
C 1.368 -0.582 -0.226 0.39 -0.14 0.09
C 1.769 0.657 0.270 -0.06 -0.21 -0.11
C 3.113 0.951 0.407 0.19 0.00 0.00
C 4.061 0.007 0.043 -0.31 -0.01 0.00
Cl 5.739 0.384 0.203 0.21 0.05 0.02
C 3.681 -1.236 -0.442 0.06 0.05 0.02
C 2.337 -1.525 -0.564 -0.15 0.10 0.02
H -0.570 1.074 -0.876 0.00 0.12 0.04
H -4.123 1.021 -0.136 0.16 -0.16 -0.06
H -3.735 2.817 -1.553 0.10 0.01 -0.03
H -2.044 2.319 -1.759 -0.08 0.07 -0.09
H -3.165 3.309 0.900 0.01 0.03 -0.12
H -2.462 4.399 -0.326 -0.06 -0.08 0.02
H -0.902 3.616 1.247 -0.04 -0.03 -0.05
H 1.034 1.388 0.571 -0.10 0.08 0.00
H 3.429 1.906 0.796 0.05 0.07 0.03
H 4.430 -1.963 -0.713 0.08 -0.04 -0.02
H 2.011 -2.488 -0.927 -0.03 -0.08 -0.02

***

# 5
31
Properties=species:S:1:pos:R:3:forces:R:3 method="wB97M-V/def2-TZVPD" orbital_gap_ha=0.2839
C -1.778 -3.527 -0.804 1.24 1.32 -2.11
C -1.114 -2.325 -0.160 0.81 0.43 -3.08
C -0.387 -1.383 -0.994 -1.21 -0.29 0.77
C 0.339 -0.165 -0.344 2.55 -2.27 -0.24
C 1.902 -0.745 -0.186 0.81 3.77 -0.85
C 3.042 0.441 -0.063 -0.74 -4.69 -3.20
O 2.787 -0.484 -1.328 -2.00 -1.29 2.63
C -0.270 -1.532 -2.502 -0.61 -0.58 2.42
N 0.420 -0.642 -3.298 -2.33 -3.75 -0.64
S 0.201 -1.372 -4.813 -0.83 -0.64 1.60
N -0.734 -2.719 -4.471 0.49 0.96 2.07
C -0.951 -2.750 -3.100 1.27 1.91 -0.52
C -1.690 -3.733 -2.246 0.31 0.96 2.01
H -2.321 -4.235 -0.126 0.56 0.65 -1.02
H -1.152 -2.147 0.948 -0.06 -0.25 -1.32
H 0.003 0.084 0.694 0.06 -0.32 -1.27
H 0.449 0.710 -1.033 -0.37 -0.79 0.67
H 2.061 -1.702 0.449 -0.17 1.71 -1.27
H 2.991 1.329 -0.736 0.04 0.12 2.07
H 3.955 -0.142 0.213 -0.26 2.02 0.62
H -2.157 -4.627 -2.724 0.47 0.98 0.47
C 0.195 3.727 2.962 0.60 0.39 0.44
C -1.220 3.824 2.476 -0.12 0.31 -0.60
O -1.457 2.541 1.929 0.25 -0.07 0.66
C -0.660 1.687 2.633 0.07 -0.86 0.08
O -0.786 0.504 2.635 0.04 0.46 0.07
O 0.293 2.356 3.336 -0.49 -0.13 -0.30
F -1.337 4.744 1.489 -0.15 0.05 0.02
H 0.924 3.943 2.177 -0.22 0.03 -0.12
H 0.390 4.381 3.812 0.01 -0.23 0.07
H -1.953 4.030 3.260 -0.05 0.09 -0.14

***

# 6
34
Properties=species:S:1:pos:R:3:forces:R:3 method="wB97M-V/def2-TZVPD" orbital_gap_ha="0.2954 / 0.2267" multiplicity=6
Fe 1.629 0.839 -0.212 -0.58 -0.33 0.54
O 3.067 0.404 3.408 0.22 0.06 -0.04
C 2.352 0.180 2.476 0.17 0.12 -0.26
O 2.715 0.342 1.190 0.29 -0.06 0.04
C 0.958 -0.384 2.652 -0.12 -0.02 -0.01
C 0.691 -1.460 1.599 -0.22 -0.10 0.16
C -0.547 -2.270 1.982 -0.13 0.15 -0.14
C -1.693 -1.281 1.615 0.15 -0.11 -0.02
C -0.914 -0.050 1.176 -0.19 -0.13 0.28
O 0.210 -0.663 0.471 0.27 0.05 -0.11
C -0.210 0.626 2.353 0.05 -0.13 -0.05
C 0.288 2.004 1.965 0.14 0.10 -0.22
O 0.354 2.897 2.759 0.02 0.23 -0.08
O 0.633 2.112 0.670 -0.08 0.26 -0.08
H 0.914 -0.767 3.667 -0.11 -0.02 0.02
H 1.563 -2.030 1.298 0.01 -0.02 -0.09
H -0.529 -2.526 3.039 -0.01 -0.04 0.02
H -0.611 -3.189 1.404 -0.02 -0.01 0.00
H -2.374 -1.068 2.437 0.04 0.00 0.01
H -2.273 -1.656 0.773 -0.05 -0.02 0.03
H -1.444 0.626 0.516 0.08 -0.04 -0.02
H -0.856 0.762 3.215 -0.03 -0.10 0.07
C -0.708 -1.717 -2.637 -0.05 0.08 -0.01
S -1.469 -0.176 -2.065 -0.03 -0.03 -0.24
C -0.668 1.024 -3.069 -0.35 -0.09 0.13
C 0.644 1.269 -3.169 0.37 0.24 -0.06
S 1.976 0.418 -2.397 0.19 0.05 0.19
S 1.093 2.561 -4.265 0.11 -0.09 0.05
C -0.502 3.011 -4.767 -0.04 -0.01 0.02
S -0.818 4.200 -5.832 -0.01 0.08 -0.04
S -1.724 2.036 -4.016 -0.09 -0.02 -0.07
H -1.376 -2.515 -2.316 0.02 -0.01 -0.01
H 0.277 -1.850 -2.196 -0.02 -0.01 -0.03
H -0.646 -1.708 -3.723 0.00 -0.05 0.04

***

# 7
26
Properties=species:S:1:pos:R:3:forces:R:3 method="wB97M-V/def2-TZVPD" e_above_lowest_ev=7.206 charge=+1 orbital_gap_ha="0.2664 / 0.2664"
C -0.720 3.809 -1.734 0.26 0.70 -0.23
C -0.521 -1.565 -0.813 -0.21 0.98 -1.47
C -0.541 -1.147 1.552 0.37 0.72 -1.87
C -0.220 -0.207 -1.098 -0.03 -0.58 2.66
C -0.195 0.195 1.297 -0.39 -1.50 0.32
C -0.675 -2.012 0.493 -0.09 -0.45 -1.89
C -0.030 0.655 -0.024 -0.42 -2.11 1.98
C -0.364 2.860 -0.974 -0.26 -0.26 -0.20
C 1.886 4.556 -0.420 -1.35 -0.81 -1.01
C 1.488 2.364 0.412 0.40 1.26 -0.42
C -1.140 -3.453 0.658 -0.20 -0.62 0.29
C -0.952 -4.443 -0.501 1.76 0.26 2.31
N 0.433 2.006 -0.205 -1.48 0.48 -0.80
N 2.119 3.568 0.452 -0.13 1.54 -0.78
O -1.734 -3.751 1.662 0.19 0.08 0.20
H -0.733 -2.291 -1.626 0.40 1.21 0.47
H -0.744 -1.663 2.441 -0.08 0.35 1.87
H -0.041 0.319 -1.968 0.04 -0.10 -2.62
H -0.101 0.753 2.201 0.20 1.07 0.13
H -1.541 2.727 -1.256 0.59 -0.54 0.48
H 2.387 5.533 -0.441 0.59 -0.70 1.13
H 1.982 1.660 0.990 0.57 -1.67 0.93
H -0.450 -5.403 -0.204 -0.16 1.24 -0.20
H -0.500 -3.888 -1.270 1.06 -0.44 -1.13
H -1.891 -4.702 -0.813 -2.59 -0.73 -0.81
H 2.797 3.522 1.188 0.96 0.60 0.64

***

# 8
27
Properties=species:S:1:pos:R:3:forces:R:3 method="wB97M-V/def2-TZVPD" e_above_lowest_ev=2.933 charge=+1 orbital_gap_ha=0.2870 smiles="[NH3+]C1=NN=C2C=CC=N[C@]12c1ccccc1"
N 0.269 1.168 2.850 -3.84 -0.90 -1.30
C -0.484 0.124 2.101 0.41 -0.37 -1.27
N -1.427 -0.562 2.586 0.92 2.49 1.26
N -1.666 -1.600 1.764 -1.06 -3.29 -1.86
C -0.804 -1.679 0.804 0.56 1.23 1.09
C -0.368 -2.792 -0.003 0.85 -1.18 -1.35
C 0.941 -2.736 -0.410 -3.15 2.89 2.53
C 1.773 -1.665 0.139 0.96 -0.05 0.14
N 1.472 -0.633 0.814 -0.56 -0.25 0.47
C 0.073 -0.412 0.781 -2.23 -0.75 0.46
C -0.224 0.416 -0.501 -0.12 0.14 1.45
C -1.433 0.491 -1.177 -0.67 -2.72 1.18
C -1.564 1.461 -2.131 -1.67 1.49 -1.85
C -0.504 2.255 -2.582 0.57 0.29 0.81
C 0.734 2.038 -1.937 1.12 1.01 -3.33
C 0.832 1.198 -0.887 0.89 0.15 0.75
H -0.283 1.231 3.745 1.53 0.20 -0.39
H 0.118 1.967 2.230 0.57 0.68 0.56
H 1.181 0.771 2.725 1.61 0.25 0.97
H -0.924 -3.724 -0.266 0.03 1.19 0.53
H 1.320 -3.468 -0.989 1.50 -2.25 -1.70
H 2.812 -1.671 0.067 1.84 -1.10 -0.60
H -2.177 -0.388 -0.994 0.86 2.25 -0.29
H -2.559 1.668 -2.598 0.92 -0.58 0.39
H -0.648 3.072 -3.331 0.17 -1.14 0.59
H 1.743 2.296 -2.414 -1.78 0.61 0.83
H 1.795 1.170 -0.389 -0.21 -0.28 -0.09

***

# 9
25
Properties=species:S:1:pos:R:3:forces:R:3 method="wB97M-V/def2-TZVPD" e_above_lowest_ev=7.503 orbital_gap_ha=0.3354
C 1.365 -1.656 -2.688 -0.04 0.65 1.78
C 0.660 -0.269 -2.235 0.64 -3.22 1.73
C 0.336 0.457 -3.327 0.06 -3.20 -5.31
C -0.473 1.479 -3.262 -4.46 6.32 3.27
C -0.709 1.200 -0.878 1.36 -2.20 -0.66
C 0.095 -0.022 -0.939 1.40 0.46 -2.27
C 0.129 -0.591 1.366 -4.32 -0.43 2.91
C -0.867 -1.400 2.202 3.67 3.17 -0.65
C -0.963 -0.766 3.547 -1.66 -2.80 -2.34
C -0.574 0.442 4.044 0.29 -1.49 -3.05
C 0.014 1.217 3.096 3.68 4.03 1.83
C 0.442 0.745 1.926 0.16 -5.07 -4.53
H 0.537 -2.304 -2.018 3.20 0.39 -1.98
H 1.252 -1.823 -3.931 0.48 0.39 3.93
H 2.684 -1.583 -2.299 -4.48 -0.85 -1.16
H 0.428 -0.255 -4.375 0.26 3.06 2.57
H -0.910 2.344 -3.936 1.34 -2.69 0.52
H -1.149 1.712 -0.084 -0.38 -0.31 2.17
H -1.245 -2.383 1.761 0.33 1.54 1.32
H -1.573 -1.124 4.321 -0.94 -2.20 0.43
H -0.666 0.426 5.069 -0.20 1.55 2.01
H 0.602 2.163 3.342 -1.44 -0.84 0.04
H 1.145 1.100 1.211 0.48 1.85 0.13
N -0.985 1.880 -1.935 1.30 -0.04 -4.44
O 0.424 -0.987 0.021 -0.73 1.93 1.77

***

# 10
29
Properties=species:S:1:pos:R:3:forces:R:3 method="wB97M-V/def2-TZVPD" e_above_lowest_ev=0.000 orbital_gap_ha=0.3119 smiles="O=C(COC(=O)c1cccs1)NCc1ccco1"
O 2.780 0.220 -1.433 -4.23 -0.24 0.32
C 1.516 0.143 -1.231 8.81 -1.95 8.75
C 0.596 0.348 -2.112 -8.43 3.31 -11.38
O -0.499 1.455 -1.806 5.14 -0.32 -2.13
C -1.315 1.248 -0.857 -2.80 -5.94 0.64
O -1.615 0.053 -0.508 0.73 3.23 0.19
C -2.065 2.392 -0.561 -3.35 4.21 0.10
C -3.297 2.551 0.159 6.32 1.18 -2.56
C -3.687 3.888 0.186 -8.59 -3.34 5.72
C -3.299 4.506 -0.823 6.50 9.73 -7.15
S -1.808 3.959 -1.560 -1.37 -2.95 1.88
N 0.983 -0.275 0.027 12.92 2.00 -3.69
C 2.068 -0.792 0.861 -6.69 -0.38 7.12
C 2.079 -2.227 1.333 -0.57 -0.61 -1.37
C 2.689 -3.243 0.699 -1.74 -3.69 -2.35
C 1.970 -4.546 1.287 1.67 1.36 1.00
C 1.259 -4.111 2.366 -0.81 1.45 1.00
O 1.247 -2.632 2.354 0.56 -1.99 -0.16
H 1.043 0.697 -3.233 -1.33 -0.79 3.40
H -0.056 -0.538 -2.283 0.65 0.44 0.10
H -3.531 1.738 0.676 -1.82 -3.04 2.46
H -4.785 4.133 0.666 3.14 -0.26 -0.73
H -3.130 5.768 -1.121 -1.94 -3.63 1.22
H 0.126 -0.471 0.105 -8.44 -2.24 1.07
H 2.998 -0.466 0.853 4.00 1.89 -1.70
H 1.728 -0.302 1.917 0.95 -0.76 -1.74
H 3.132 -3.259 -0.429 -0.81 0.36 3.33
H 2.187 -5.634 1.122 -0.17 1.43 -0.11
H 0.684 -4.603 3.348 1.70 1.53 -3.25

***

# 11
25
Properties=species:S:1:pos:R:3:forces:R:3 method="wB97M-V/def2-TZVPD" e_above_lowest_ev=3.192 orbital_gap_ha="0.2906 / 0.2663"
C 3.338 0.339 -1.939 1.93 0.85 0.48
C -1.605 0.368 3.564 -0.03 -0.82 0.25
C 2.897 -0.961 -1.928 0.86 -3.49 1.54
C 2.379 1.328 -2.032 -0.31 0.22 0.64
C -2.831 0.174 2.912 0.38 1.40 -1.45
C -0.427 -0.095 2.983 -0.93 -0.54 0.61
C 1.547 -1.277 -1.915 0.10 -1.50 0.60
C 1.014 1.049 -2.064 1.03 -1.15 0.54
C -2.789 -0.211 1.558 -0.43 -1.85 -0.87
C -0.451 -0.759 1.759 0.82 1.12 0.42
C 0.573 -0.294 -1.954 -1.06 0.54 -1.19
C -1.616 -0.745 1.059 -0.12 0.46 -0.11
P -1.192 -0.859 -2.164 1.05 0.88 0.78
S -2.035 1.041 -2.618 -0.47 -0.86 0.50
H 4.412 0.713 -1.716 -1.81 -1.21 -0.66
H -1.495 0.716 4.583 -0.52 0.27 -0.05
H 3.459 -1.956 -1.632 -0.10 2.63 -1.01
H 2.754 2.321 -1.828 -0.37 0.38 -0.49
H -3.784 0.576 3.227 0.11 -0.17 0.64
H 0.477 -0.103 3.581 0.11 0.25 -0.20
H 1.345 -2.377 -1.696 -0.28 1.64 -0.64
H 0.349 1.866 -1.978 -0.77 0.59 -0.17
H -3.661 -0.375 0.874 0.40 0.68 1.12
H 0.532 -1.034 1.459 0.32 -0.77 -0.93
H -3.191 0.555 -2.096 0.12 0.45 -0.36

***

# 12
34
Properties=species:S:1:pos:R:3:forces:R:3 method="wB97M-V/def2-TZVPD" e_above_lowest_ev=0.000 charge=+3 orbital_gap_ha=0.2217
W -0.523 -1.063 1.281 -0.05 -0.21 -0.09
C -1.078 -4.814 -0.602 0.02 -0.02 0.01
C -0.406 -3.528 -0.406 -0.14 0.00 0.00
O -0.935 -2.765 0.574 0.04 0.01 -0.02
C 0.717 -3.106 -1.109 0.03 -0.02 0.01
C 1.269 -1.842 -1.004 -0.07 0.24 -0.08
C 2.503 -1.379 -1.656 0.03 -0.01 -0.01
N 0.523 -0.936 -0.278 -0.05 -0.36 0.34
N 0.873 0.207 0.442 0.05 0.17 -0.15
C -0.175 1.190 0.262 -0.06 -0.01 -0.02
O -1.317 0.577 0.684 0.17 0.06 0.05
C -0.038 2.487 -0.110 -0.03 0.02 0.00
C -1.194 3.345 -0.190 0.03 -0.01 -0.01
C -1.034 4.631 -0.610 0.01 -0.01 0.01
C 0.254 5.097 -0.939 -0.01 0.01 0.00
C 1.398 4.282 -0.857 0.00 0.00 0.00
C 1.269 2.988 -0.451 -0.01 0.01 0.00
H -2.163 -4.692 -0.560 0.00 0.01 -0.01
H -0.808 -5.473 0.236 -0.01 0.00 0.01
H -0.773 -5.288 -1.532 0.00 0.00 0.01
H 1.181 -3.817 -1.780 0.01 0.00 0.00
H 3.066 -2.218 -2.058 0.01 0.01 -0.01
H 3.118 -0.817 -0.946 0.00 -0.01 -0.01
H 2.247 -0.698 -2.477 0.00 0.00 0.00
H -2.173 2.958 0.058 0.00 0.00 0.02
H -1.884 5.295 -0.695 0.00 0.00 0.01
H 0.368 6.125 -1.266 0.00 0.00 0.00
H 2.368 4.690 -1.109 0.00 0.00 0.00
H 2.135 2.346 -0.358 0.00 -0.01 0.00
F -3.340 -0.804 4.594 -0.05 -0.02 -0.03
B -2.392 -0.524 3.806 0.07 0.04 0.10
F -1.467 0.395 3.837 -0.05 -0.01 0.01
F -2.213 -1.337 2.634 0.08 0.00 -0.19
F 0.626 -1.511 2.583 -0.01 0.13 0.05